Molecular formula: C33H33AsIrN3O5S3
Method: DFT, ωB97M-V/def2-TZVPD

The charge is +1. As for the LUMO energy (alpha / beta): -3.5 / -4.0 eV. The calculation puts the relative energy (zero: lowest compared OMol25 entry of this formula, charge and spin) at 258.3 kJ/mol. As for the expectation value of S²: 0.914. The spin multiplicity is 2.

Last column: Mulliken charge in e.
Atoms and positions in Å:
Ir  -0.811  -1.550  -0.710  2.332
C  -1.216  -5.982  -2.086  -1.631
C  -0.994  -4.493  -2.029  0.683
S  -1.896  -3.661  -0.869  -0.334
C  -0.177  -3.831  -2.918  0.659
C  0.587  -4.526  -4.011  -1.448
S  -0.052  -2.143  -2.902  -0.272
H  -1.885  -6.297  -1.288  0.465
H  -0.270  -6.513  -1.970  0.364
H  -1.657  -6.275  -3.040  0.357
H  0.479  -5.606  -3.970  0.405
H  1.645  -4.276  -3.938  0.318
H  0.239  -4.181  -4.987  0.350
O  -0.870  0.346  -1.692  -1.017
As  -0.344  1.886  -1.311  1.239
C  1.549  1.867  -1.018  0.165
C  2.255  3.023  -0.696  -0.057
C  3.629  2.953  -0.528  -0.728
C  4.289  1.741  -0.683  -0.660
C  3.582  0.591  -1.008  -0.680
C  2.207  0.652  -1.180  -0.294
C  -0.808  2.972  -2.811  0.272
C  -0.669  4.355  -2.771  -0.432
C  -0.987  5.098  -3.896  -0.668
C  -1.442  4.460  -5.043  -0.481
C  -1.581  3.079  -5.075  -0.691
C  -1.261  2.326  -3.955  -0.240
C  -1.212  2.538  0.267  0.306
C  -2.584  2.768  0.210  -0.602
C  -3.253  3.178  1.352  -0.693
C  -2.551  3.360  2.539  -0.627
C  -1.186  3.116  2.594  -0.767
C  -0.509  2.699  1.455  -0.039
H  1.737  3.967  -0.577  0.347
H  4.187  3.846  -0.279  0.430
H  5.363  1.694  -0.555  0.449
H  4.100  -0.351  -1.138  0.497
H  1.639  -0.232  -1.443  0.294
H  -0.325  4.850  -1.870  0.331
H  -0.883  6.174  -3.880  0.413
H  -1.692  5.045  -5.919  0.393
H  -1.940  2.589  -5.970  0.426
H  -1.361  1.248  -3.953  0.369
H  -3.116  2.626  -0.723  0.420
H  -4.319  3.364  1.315  0.522
H  -3.072  3.707  3.422  0.471
H  -0.646  3.259  3.521  0.471
H  0.555  2.502  1.489  0.299
O  0.496  -0.830  1.128  -1.149
C  1.264  -1.802  0.871  0.387
O  0.919  -2.670  0.026  -0.804
C  2.596  -1.902  1.524  0.308
C  3.391  -3.020  1.292  -0.317
C  4.662  -3.088  1.834  -0.551
C  5.113  -2.025  2.596  -0.081
C  4.334  -0.913  2.852  -0.652
C  3.063  -0.854  2.309  -0.237
N  6.483  -2.076  3.149  1.021
O  6.824  -1.167  3.875  -0.599
O  7.173  -3.020  2.839  -0.598
H  3.003  -3.827  0.686  0.575
H  5.309  -3.937  1.672  0.514
H  4.734  -0.115  3.460  0.511
H  2.430  0.005  2.483  0.386
C  -5.428  -0.068  1.981  -0.966
N  -4.101  -0.368  2.467  0.205
C  -3.798  -0.347  3.896  -0.644
C  -2.308  -0.726  3.942  -0.620
N  -1.981  -0.901  2.527  0.270
C  -3.024  -0.668  1.738  0.525
S  -3.043  -0.720  0.031  -0.558
H  -6.152  -0.764  2.407  0.326
H  -5.447  -0.153  0.898  0.292
H  -5.709  0.948  2.264  0.322
H  -4.426  -1.065  4.425  0.372
H  -3.995  0.646  4.304  0.347
H  -2.137  -1.653  4.486  0.392
H  -1.691  0.056  4.384  0.309
H  -1.027  -0.937  2.183  0.027

=====

Molecular formula: C5H8O
Method: DFT, ωB97M-V/def2-TZVPD

As for the LUMO energy: 1.0 eV. The calculation puts the relative energy (zero: lowest compared OMol25 entry of this formula, charge and spin) at 81.7 kJ/mol. The SMILES is C=CCC(C)=O.

Last column: Mulliken charge in e.
Atoms and positions in Å:
C  -2.205  -0.341  -0.111  -0.717
C  -1.203  0.312  0.469  -0.139
C  -0.103  1.005  -0.303  -0.712
C  0.975  -0.014  -0.663  0.775
C  1.814  -0.576  0.466  -1.130
O  1.109  -0.398  -1.804  -0.550
H  -2.314  -0.374  -1.193  0.259
H  -2.948  -0.874  0.476  0.264
H  -1.120  0.315  1.555  0.333
H  -0.482  1.416  -1.242  0.310
H  0.329  1.820  0.291  0.352
H  2.678  -1.095  0.047  0.332
H  2.141  0.204  1.162  0.341
H  1.214  -1.296  1.037  0.281

=====

Molecular formula: C6H7LiO6Ru
Method: DFT, ωB97M-V/def2-TZVPD

The charge is +2. As for the LUMO energy (alpha / beta): -8.9 / -13.4 eV. The calculation puts the relative energy (zero: lowest compared OMol25 entry of this formula, charge and spin) at 171.7 kJ/mol. As for the expectation value of S²: 12.003. The spin multiplicity is 7.

Last column: Mulliken charge in e.
Atoms and positions in Å:
O  -3.513  -2.405  1.688  -0.514
C  -2.319  -2.283  1.418  1.355
O  -1.596  -3.204  0.967  -0.583
O  -1.774  -1.010  1.605  -0.086
C  -0.502  -0.846  1.329  -0.231
C  -0.008  0.454  1.795  -0.443
Ru  -3.336  -4.413  1.146  0.772
H  1.031  0.354  2.139  0.329
H  -0.655  0.911  2.555  0.302
Li  0.254  -2.775  0.627  0.940
C  0.010  1.318  0.467  -0.550
C  0.981  0.813  -0.581  -0.414
O  1.110  1.831  -1.575  -0.278
C  1.855  1.549  -2.630  0.638
O  2.460  0.522  -2.818  -0.537
O  1.788  2.569  -3.476  -0.417
H  0.309  2.326  0.780  0.380
H  -0.997  1.429  0.040  0.319
H  0.627  -0.106  -1.067  0.287
H  1.967  0.601  -0.145  0.351
H  2.309  2.367  -4.264  0.381

=====

Molecular formula: C2H4ClN
Method: DFT, ωB97M-V/def2-TZVPD

As for the LUMO energy: -0.6 eV. The calculation puts the relative energy (zero: lowest compared OMol25 entry of this formula, charge and spin) at 229.3 kJ/mol.

Last column: Mulliken charge in e.
Atoms and positions in Å:
C  0.369  1.753  -0.152  0.125
C  -0.045  -0.585  -0.008  -0.482
N  -0.109  0.784  0.299  -0.137
Cl  1.351  0.924  -2.413  -0.577
H  0.735  2.779  0.178  0.326
H  0.652  -0.910  0.753  0.260
H  0.583  -0.708  -0.996  0.225
H  -1.118  -0.908  0.094  0.259

=====

Molecular formula: C6H7N
Method: DFT, ωB97M-V/def2-TZVPD

As for the LUMO energy: 0.6 eV. The calculation puts the relative energy (zero: lowest compared OMol25 entry of this formula, charge and spin) at 309.9 kJ/mol. The SMILES is C#C[C@@H](C)CC#N.

Last column: Mulliken charge in e.
Atoms and positions in Å:
C  2.582  -0.997  0.191  -0.192
C  1.624  -0.271  0.030  -1.148
C  0.245  0.129  0.210  1.057
C  -0.256  1.562  0.328  -1.318
C  -0.695  -0.731  -0.699  -0.504
C  -2.012  -0.911  -0.086  0.285
N  -3.035  -1.026  0.439  -0.426
H  3.468  -1.366  -0.249  0.346
H  0.405  -0.157  1.269  0.127
H  -0.499  2.052  -0.619  0.340
H  -1.180  1.511  0.918  0.376
H  0.470  2.164  0.875  0.372
H  -0.853  -0.248  -1.681  0.320
H  -0.265  -1.712  -0.925  0.364

=====

Molecular formula: C5H12F3N2O3S
Method: DFT, ωB97M-V/def2-TZVPD

The charge is +1. As for the LUMO energy: -4.1 eV. The SMILES is C[N@@+](CN)(COC(F)(F)F)S(C)(=O)=O.

Last column: Mulliken charge in e.
Atoms and positions in Å:
C  0.052  -0.626  1.977  -0.917
N  0.394  -0.343  0.500  0.212
C  0.938  -1.639  -0.056  -0.429
N  1.387  -1.580  -1.470  -0.504
C  -0.873  0.140  -0.143  -0.852
O  -1.973  -0.804  0.004  -0.379
C  -3.082  -0.396  -0.770  0.820
F  -3.382  0.967  -0.668  -0.227
F  -2.922  -0.682  -2.141  -0.215
F  -4.206  -1.087  -0.286  -0.206
S  1.542  1.002  0.520  1.175
C  1.035  2.433  -0.577  -0.853
O  1.730  1.596  1.903  -0.603
O  2.926  0.582  0.067  -0.566
H  1.042  -0.841  2.486  0.468
H  -0.557  0.205  2.448  0.326
H  -0.531  -1.613  1.965  0.425
H  1.775  -2.033  0.630  0.387
H  0.090  -2.409  0.021  0.315
H  1.411  -0.624  -1.846  0.275
H  2.376  -1.894  -1.479  0.338
H  -1.196  1.077  0.442  0.510
H  -0.759  0.333  -1.260  0.458
H  1.008  2.144  -1.680  0.313
H  1.770  3.278  -0.354  0.390
H  0.005  2.815  -0.233  0.340

=====

Strongest force on any atom values, unit eV/Å, following the record order: 2.1; 0.4; 5.5; 2.2; 2.0; 10.5.
Electronic energy values, unit a.u., following the record order: -5352.1713; -270.5268; -785.8112; -593.4538; -287.4692; -1230.3364.